[1]
Below is a structure of composition C29H33F6N9O4S3Zr at a distorted geometry, with properties calculated with wB97M-V/def2-TZVPD.

Geometry as XYZ:
```
85
Properties=species:S:1:pos:R:3:forces:R:3
Zr -0.6617 0.1582 0.2504 0.8 0.3 -0.8
C 3.3359 3.9596 5.1384 0.0 0.0 0.0
C 2.7265 2.9761 4.1800 0.0 -0.1 0.0
C 3.4317 1.8619 3.7295 0.0 0.1 0.1
C 2.8896 0.9920 2.8053 0.0 -0.1 -0.1
C 1.5959 1.1678 2.3085 0.1 0.3 0.0
N 1.0477 0.3301 1.3364 -0.4 0.0 0.2
C 1.7675 -0.8164 0.9243 0.0 -0.2 -0.2
C 1.9674 -1.9099 1.7750 0.0 0.0 0.0
C 2.6582 -3.0218 1.3501 0.0 0.0 0.0
C 3.1584 -3.1119 0.0449 0.0 0.0 0.0
C 3.8762 -4.3440 -0.4249 0.0 0.0 0.0
C 2.9520 -2.0403 -0.8104 0.0 0.0 0.0
C 2.2830 -0.9032 -0.3722 -0.1 -0.1 0.1
N 2.1335 0.1972 -1.2494 0.1 0.1 0.1
C 3.0566 0.7330 -2.0699 -0.1 0.1 -0.1
C 2.4729 1.8122 -2.6909 0.1 0.0 0.0
C 1.1751 1.8606 -2.1822 -0.1 -0.1 0.0
N 0.9702 0.8841 -1.3007 0.1 -0.1 -0.1
C 0.8814 2.2740 2.7727 0.2 -0.2 0.0
C 1.4518 3.1678 3.6728 -0.1 0.0 0.0
N -0.4582 2.5122 2.3435 -0.1 0.3 0.2
C -1.3853 3.1753 3.0497 0.1 -0.1 -0.1
C -2.4761 3.4090 2.2357 0.0 0.1 -0.1
C -2.1333 2.8391 1.0245 -0.1 0.0 0.2
N -0.9061 2.2792 1.0726 -0.2 -0.2 0.1
H 4.0731 3.4780 5.7782 0.0 0.0 0.0
H 2.5781 4.4158 5.7737 0.0 0.0 0.0
H 3.8426 4.7602 4.5962 0.0 0.0 0.0
H 4.4338 1.6817 4.0983 0.0 0.0 0.0
H 3.4804 0.1549 2.4590 0.0 0.0 0.0
H 1.5943 -1.8428 2.7878 0.0 0.0 0.0
H 2.8170 -3.8450 2.0355 0.0 0.0 0.0
H 4.2577 -4.9207 0.4149 0.0 0.0 0.0
H 4.7098 -4.0894 -1.0781 0.0 0.0 0.0
H 3.1984 -4.9899 -0.9877 0.0 0.0 0.0
H 3.3169 -2.0781 -1.8305 0.0 0.0 0.0
H 4.0488 0.3199 -2.1365 0.0 0.0 0.0
H 2.9231 2.4747 -3.4084 0.0 0.0 0.0
H 0.3869 2.5434 -2.4370 0.0 0.0 0.0
H 0.8967 4.0477 3.9740 0.0 0.0 0.0
H -1.2183 3.4337 4.0810 0.0 0.0 0.0
H -3.3937 3.9044 2.4987 0.0 0.0 0.0
H -2.7368 2.7310 0.1396 0.0 0.0 0.0
F -2.0007 -4.0537 3.0604 0.0 0.0 0.0
C -1.5306 -2.9492 3.6024 -0.1 -0.1 -0.1
F -0.2237 -3.0513 3.7893 0.0 0.0 0.0
F -2.1346 -2.6817 4.7359 0.0 0.0 0.0
S -1.8215 -1.5456 2.4280 -0.1 0.0 0.4
O -1.1267 -1.8808 1.1633 0.2 0.0 -0.2
O -1.2684 -0.3221 2.9557 -0.1 0.1 0.2
N -3.3715 -1.5951 2.2834 0.0 -0.1 0.1
S -3.9649 -0.5766 1.2415 -0.3 0.0 0.1
O -5.0513 0.1868 1.7207 -0.1 0.0 0.0
O -2.8578 0.1749 0.6063 0.1 0.0 -0.2
C -4.5723 -1.6472 -0.1416 0.2 -0.1 0.0
F -5.3811 -2.5744 0.3165 0.0 0.0 0.1
F -5.1866 -0.8945 -1.0330 0.0 0.1 0.0
F -3.4983 -2.2182 -0.7018 -0.1 0.0 0.0
C -1.7637 5.2065 -2.4143 0.0 0.0 0.0
N -1.6299 3.8096 -2.0153 0.0 0.1 -0.1
C -2.2540 2.7933 -2.6116 0.1 0.0 0.2
N -3.0262 3.0585 -3.6636 0.0 0.0 0.0
S -2.1054 1.1702 -2.0995 0.0 0.0 0.0
H -1.1718 5.8165 -1.7390 0.0 0.0 0.0
H -2.8022 5.5353 -2.3487 0.0 0.0 0.0
H -1.3920 5.3610 -3.4284 0.0 0.0 0.0
H -1.0825 3.5940 -1.1989 0.0 0.0 0.0
H -3.1768 3.9935 -4.0041 0.0 0.0 0.0
H -3.5208 2.3026 -4.1060 0.0 0.0 0.0
C 0.8157 -3.2331 -3.9166 0.0 0.0 0.0
C -0.6059 -3.1867 -3.3357 -0.1 -0.2 -0.2
C -1.0018 -4.5442 -2.7330 0.0 0.0 0.0
C -1.6248 -2.7347 -4.3970 0.0 0.0 0.0
C -0.6218 -2.1954 -2.2650 0.0 0.1 0.1
N -0.6367 -1.4127 -1.4287 -0.1 0.1 0.1
H 0.8324 -3.9490 -4.7377 0.0 0.0 0.0
H 1.5363 -3.5585 -3.1654 0.0 0.0 0.0
H 1.1167 -2.2598 -4.3055 0.0 0.0 0.0
H -0.9826 -5.2939 -3.5231 0.0 0.0 0.0
H -2.0079 -4.5111 -2.3156 0.0 0.0 0.0
H -0.3047 -4.8488 -1.9521 0.0 0.0 0.0
H -1.6402 -3.4721 -5.1989 0.0 0.0 0.0
H -1.3511 -1.7683 -4.8203 0.0 0.0 0.0
H -2.6276 -2.6656 -3.9758 0.0 0.0 0.0
```
Positions in Å, forces in eV/Å.

Results
Strongest force on any atom: 0.0230 hartree/bohr
E_HOMO: -12.8 eV
Energy: -3759.133018 a.u.
Charge: +2
Energy relative to the best compared isomer or geometry (same formula, charge and spin): 14.0 kcal per mole
Kohn-Sham gap: 0.2591 Eh

=====

[2]
Below is a structure of composition C29H33F6N9O4S3Zr, with properties calculated with wB97M-V/def2-TZVPD.

Geometry as XYZ:
```
85
Properties=species:S:1:pos:R:3:forces:R:3
Zr 0.3161 -0.3634 0.4894 -0.6 0.6 -0.2
C 5.6560 3.6184 -2.5226 0.0 0.0 0.0
C 4.4250 2.8296 -2.1734 0.0 0.0 -0.1
C 3.4324 2.5601 -3.1117 0.1 0.0 0.1
C 2.2850 1.8794 -2.7604 0.0 0.0 0.0
C 2.0709 1.3973 -1.4661 -0.2 0.1 0.0
N 0.8837 0.7098 -1.1318 0.3 -0.2 0.1
C -0.2148 0.7730 -2.0456 0.1 -0.1 0.0
C -0.2461 0.0107 -3.2139 0.0 0.0 0.0
C -1.3277 0.0820 -4.0695 0.0 0.0 0.0
C -2.4254 0.9011 -3.7860 0.0 0.0 0.0
C -3.5896 0.9774 -4.7326 0.0 0.0 0.0
C -2.4114 1.6292 -2.6036 -0.1 0.0 0.0
C -1.3204 1.5642 -1.7507 0.1 0.0 0.1
N -1.3566 2.2588 -0.5110 0.1 0.0 0.0
C -1.7923 3.5073 -0.2632 0.0 0.0 0.0
C -1.6589 3.7323 1.0883 0.0 0.0 0.0
C -1.1307 2.5461 1.5974 0.0 0.0 -0.1
N -0.9489 1.6536 0.6290 0.0 -0.1 0.0
C 3.0703 1.6677 -0.5239 0.0 -0.1 0.1
C 4.2081 2.3845 -0.8811 0.0 0.0 0.1
N 2.9630 1.2588 0.8528 0.1 0.1 -0.1
C 3.9693 1.1567 1.7347 0.0 0.0 0.0
C 3.4348 0.9022 2.9821 0.0 0.0 0.0
C 2.0678 0.8489 2.7674 0.1 0.0 0.0
N 1.7738 1.0562 1.4733 0.1 -0.2 0.0
H 5.8637 3.5689 -3.5900 0.0 0.0 0.0
H 6.5299 3.2481 -1.9879 0.0 0.0 0.0
H 5.5261 4.6698 -2.2595 0.0 0.0 0.0
H 3.5521 2.9001 -4.1327 0.0 0.0 0.0
H 1.5305 1.7147 -3.5148 0.0 0.0 0.0
H 0.5941 -0.6327 -3.4361 0.0 0.0 0.0
H -1.3285 -0.5107 -4.9767 0.0 0.0 0.0
H -3.2927 1.4668 -5.6617 0.0 0.0 0.0
H -4.4182 1.5420 -4.3079 0.0 0.0 0.0
H -3.9478 -0.0185 -4.9975 0.0 0.0 0.0
H -3.2649 2.2380 -2.3283 0.0 0.0 0.0
H -2.1455 4.1401 -1.0603 0.0 0.0 0.0
H -1.9037 4.6303 1.6270 0.0 0.0 0.0
H -0.8760 2.3003 2.6138 0.0 0.0 0.0
H 4.9402 2.6379 -0.1250 0.0 0.0 0.0
H 4.9963 1.2732 1.4365 0.0 0.0 0.0
H 3.9720 0.7826 3.9066 0.0 0.0 0.0
H 1.2724 0.6629 3.4675 0.0 0.0 0.0
F 4.7373 -2.7447 -0.3794 0.0 0.0 0.0
C 3.8273 -2.7140 -1.3339 0.1 0.1 0.1
F 3.8450 -3.8175 -2.0396 0.0 0.0 0.0
F 4.0090 -1.6550 -2.1058 0.0 0.0 0.0
S 2.1643 -2.5095 -0.5556 -0.2 0.0 -0.3
O 2.3077 -1.3935 0.4311 0.0 0.1 -0.1
O 1.1965 -2.1340 -1.5578 0.1 -0.2 0.0
N 1.9386 -3.8791 0.1434 0.0 0.0 0.1
S 0.7312 -3.8600 1.1727 0.0 -0.3 -0.2
O 0.0441 -5.0891 1.2811 0.0 0.0 -0.1
O -0.0644 -2.6413 0.9425 0.0 0.2 0.3
C 1.5737 -3.6274 2.8131 -0.1 0.2 -0.2
F 0.8356 -4.1512 3.7678 0.0 0.0 0.1
F 2.7647 -4.1711 2.7818 0.1 -0.1 0.1
F 1.7081 -2.3041 3.0472 0.1 0.1 0.2
C 0.2750 -0.2767 6.4669 0.0 0.0 0.0
N 0.0225 -0.5254 5.0504 -0.1 0.0 0.2
C -1.0835 -0.1598 4.4139 -0.1 0.0 -0.1
N -1.9904 0.5473 5.0832 -0.1 0.1 0.0
S -1.4163 -0.5930 2.7822 0.2 0.0 0.2
H 1.2652 -0.6499 6.7104 0.0 0.0 0.0
H -0.4497 -0.7951 7.0976 0.0 0.0 0.0
H 0.2506 0.7924 6.6803 0.0 0.0 0.0
H 0.6000 -1.1890 4.5716 0.1 -0.2 -0.1
H -1.9452 0.6746 6.0818 0.0 0.0 0.0
H -2.8398 0.8049 4.6086 0.0 0.0 0.0
C -4.4506 -2.9988 0.1101 0.0 0.0 0.0
C -4.1061 -1.9290 -0.9406 0.0 -0.1 -0.1
C -5.1349 -0.7887 -0.9216 0.1 0.0 0.0
C -3.9972 -2.5479 -2.3443 0.0 0.0 0.0
C -2.7916 -1.3816 -0.5858 -0.1 -0.1 0.0
N -1.7637 -0.9882 -0.2666 0.1 0.0 0.1
H -5.4190 -3.4281 -0.1448 0.0 0.0 0.0
H -4.5168 -2.5647 1.1078 0.0 0.0 0.0
H -3.7101 -3.7984 0.1180 0.0 0.0 0.0
H -6.1108 -1.2074 -1.1652 0.0 0.0 0.0
H -4.8921 -0.0268 -1.6631 0.0 0.0 0.0
H -5.1955 -0.3264 0.0636 0.0 0.0 0.0
H -4.9697 -2.9581 -2.6156 0.0 0.0 0.0
H -3.2651 -3.3549 -2.3664 0.0 0.0 0.0
H -3.7172 -1.7949 -3.0813 0.0 0.0 0.0
```
Positions in Å, forces in eV/Å.

Results
Strongest force on any atom: 0.0167 hartree/bohr
E_HOMO: -12.9 eV
Energy: -3759.117227 a.u.
Charge: +2
Energy relative to the best compared isomer or geometry (same formula, charge and spin): 23.9 kcal per mole
Kohn-Sham gap: 0.2528 Eh

=====

[3]
Below is a cluster of 7 separate species, C29H33F6NO21 in total at a distorted geometry, with properties calculated with wB97M-V/def2-TZVPD.

Geometry as XYZ:
```
90
Properties=species:S:1:pos:R:3:forces:R:3
C -4.2489 0.4244 5.1776 2.8 0.5 -0.7
C -2.7940 0.4706 4.7532 -3.0 0.0 0.0
C -2.4821 0.7213 3.1634 -0.6 -2.4 0.1
C -1.3224 -0.2923 2.5546 1.2 -0.3 -2.9
C -0.9880 -0.4652 1.1150 0.3 -0.3 3.6
N -1.5281 0.1673 -0.1483 3.4 -0.9 2.3
C -1.7399 1.6594 -0.0191 -0.7 1.3 0.5
C -1.0596 2.5617 -1.2127 -0.3 1.5 0.9
C 0.2502 3.4219 -0.6278 0.2 -0.6 -0.5
C 1.5460 2.4198 -0.5627 -0.1 0.6 -0.2
C 0.1927 -1.6356 1.1441 -0.8 -0.7 -5.6
O 0.4578 -2.2284 -0.0269 -0.6 3.0 8.0
O 0.7224 -1.8560 2.5038 -3.4 0.9 -2.2
C -0.3284 -1.2892 3.3993 -0.2 -0.4 4.6
O -0.2764 -1.6296 4.6902 -0.5 2.4 -8.6
H -5.0228 -0.3485 4.7372 1.5 2.5 -0.2
H -4.6839 1.2176 5.9381 1.3 -2.6 -0.6
H -1.8944 0.2934 5.4940 -2.0 1.7 -1.4
H -3.4787 0.4480 2.5678 2.0 0.6 1.2
H -2.2777 1.8614 2.9073 -0.1 -2.5 0.9
H -0.7533 0.0684 -0.8623 -1.2 -0.4 1.0
H -1.2435 2.0186 0.9936 -1.3 -0.6 -2.0
H -2.9219 1.8267 -0.0229 2.7 -0.2 0.2
H -1.8608 3.4030 -1.4877 1.6 -2.1 0.4
H -0.7859 1.9487 -2.1723 -0.5 1.1 1.8
H 0.4756 4.3622 -1.3282 -0.6 -2.4 1.6
H 0.0745 3.8296 0.4603 0.0 -0.8 -2.1
H 2.5278 3.0908 -0.5631 -2.0 -1.7 0.1
H 1.5270 1.7144 -1.4963 0.3 1.4 1.7
H 1.5064 1.7455 0.3947 0.2 1.3 -1.7
O 1.9898 -8.7833 -0.2575 -1.4 2.6 -0.4
C 1.4156 -7.7183 -0.4124 2.1 -2.8 0.4
O 1.9712 -6.4995 -0.1342 -0.4 -1.1 -0.1
C 1.0420 -5.5280 -0.5708 0.4 1.3 0.2
C -0.2445 -6.2806 -0.5539 -0.4 0.0 -0.2
F -1.0783 -5.8322 -1.5190 -0.5 0.1 -0.2
O 0.1400 -7.5979 -0.8761 0.5 0.2 0.6
H 1.3192 -5.1854 -1.5733 -0.3 -0.1 0.0
H 1.0291 -4.6671 0.1031 0.1 -0.2 -0.1
H -0.7564 -6.2729 0.4143 -0.1 0.0 -0.2
O 5.1780 -2.1473 7.8691 -1.9 1.0 -2.0
C 4.3716 -1.7591 7.0403 1.8 -1.2 2.6
O 3.0427 -2.0840 7.0520 1.3 0.1 0.1
C 2.4395 -1.3357 6.0156 -1.3 -0.3 -0.2
C 3.5881 -1.0572 5.1073 0.1 0.3 -0.4
F 3.4314 0.1311 4.4821 0.0 0.3 -0.4
O 4.6858 -0.9555 5.9857 -0.3 -0.6 0.3
H 2.0001 -0.4242 6.4345 0.1 0.1 -0.2
H 1.6508 -1.9116 5.5242 0.2 0.1 0.3
H 3.7783 -1.8444 4.3699 0.0 0.2 -0.1
O -4.6387 -0.8565 -4.2565 0.7 -2.7 0.8
C -4.3477 -1.9902 -3.9129 -0.7 3.2 -0.5
O -3.5350 -2.2858 -2.8528 -0.6 0.4 -0.9
C -3.5584 -3.6920 -2.7117 0.7 -0.4 1.0
C -3.9456 -4.1476 -4.0771 -0.4 -0.7 -0.2
F -4.6660 -5.2900 -4.0181 0.0 -0.2 -0.2
O -4.7861 -3.1162 -4.5426 0.6 0.5 0.2
H -4.2939 -3.9680 -1.9486 -0.1 -0.1 -0.3
H -2.5791 -4.0720 -2.4086 -0.1 0.2 0.0
H -3.1021 -4.2736 -4.7642 -0.2 -0.1 0.0
O 1.5286 5.5824 -2.5753 0.9 -1.1 -2.5
C 1.8319 5.0060 -3.6066 -0.5 1.5 2.3
O 2.1110 5.6401 -4.7863 -0.4 -0.3 1.1
C 2.5403 4.6382 -5.6863 0.5 0.4 -1.1
C 1.9277 3.4057 -5.1142 0.0 -0.6 -0.4
F 2.7040 2.3252 -5.3543 0.0 -0.4 -0.1
O 1.9264 3.6520 -3.7263 -0.3 1.0 -0.1
H 3.6348 4.6027 -5.6946 -0.1 -0.2 0.1
H 2.1883 4.8454 -6.7005 0.0 0.1 0.2
H 0.9048 3.2132 -5.4549 0.4 -0.1 0.1
O -0.4552 2.6320 6.3988 2.8 0.7 -0.5
C 0.7077 2.9542 6.2209 -2.9 -1.1 0.7
O 1.7109 2.7373 7.1254 -1.0 0.2 -0.6
C 2.9117 3.1302 6.4918 1.1 -0.3 0.7
C 2.4318 4.0868 5.4543 0.4 0.2 -0.8
F 3.2255 4.0500 4.3605 0.1 0.2 -0.2
O 1.1646 3.5808 5.1006 -0.2 -0.1 0.9
H 3.4005 2.2493 6.0622 -0.1 0.2 -0.2
H 3.5960 3.5984 7.2045 -0.3 -0.1 0.0
H 2.3308 5.1186 5.8074 0.1 0.0 -0.2
O -0.3736 1.6610 -4.9142 -1.1 -1.3 -2.3
C -0.7493 1.1312 -5.9467 0.3 0.9 2.6
O -1.6954 0.1447 -6.0026 1.0 0.9 0.3
C -1.9370 -0.0996 -7.3737 -1.0 -0.8 -0.2
C -0.6795 0.3802 -8.0141 0.1 0.2 -0.9
F -0.9248 0.8731 -9.2489 0.2 0.0 -0.2
O -0.2722 1.4441 -7.1841 -0.1 -0.4 0.8
H -2.8181 0.4668 -7.6935 0.2 0.0 -0.1
H -2.1178 -1.1623 -7.5567 0.0 0.2 0.2
H 0.1144 -0.3727 -8.0640 0.0 0.2 -0.2
```
Positions in Å, forces in eV/Å.

Results
SMILES string: C=CCC1=C(NCCCC)C(=O)OC1=O.O=C1OC[C@@H](F)O1.O=C1OC[C@@H](F)O1.O=C1OC[C@@H](F)O1.O=C1OC[C@@H](F)O1.O=C1OC[C@@H](F)O1.O=C1OC[C@@H](F)O1
Strongest force on any atom: 0.1742 hartree/bohr
E_HOMO: -8.3 eV
Energy: -3358.555462 a.u.
Charge: 0
Kohn-Sham gap: 0.2470 Eh

=====

[4]
Below is a structure of composition C29H33FN5O3RhSSi, with properties calculated with wB97M-V/def2-TZVPD.

Geometry as XYZ:
```
74
Properties=species:S:1:pos:R:3:forces:R:3
Rh 0.2877 -1.9105 2.9730 0.2 0.2 -0.2
C 2.6847 3.2085 -2.2615 0.0 0.0 0.0
C 3.4215 1.9302 -1.9015 0.0 0.0 0.0
N 2.5601 0.9639 -1.1951 0.0 0.0 0.0
C 2.6014 0.9198 0.1402 0.0 0.0 0.0
C 1.8098 0.1197 0.9231 0.1 -0.1 0.0
C 1.9458 0.2806 2.4040 0.0 0.2 -0.1
O 2.9292 0.7868 2.9035 -0.1 0.0 -0.1
O 0.8905 -0.0425 3.1236 0.1 -0.3 0.2
C 0.9157 -0.7915 0.3042 -0.1 0.0 -0.1
O 0.2303 -1.6655 0.8923 -0.1 0.0 0.3
C 0.8322 -0.7118 -1.1512 0.0 0.0 0.0
C -0.0820 -1.5263 -1.8283 0.0 0.0 0.0
C -0.1533 -1.4719 -3.1881 0.0 0.0 0.0
F -1.0003 -2.2917 -3.8362 0.0 0.0 0.0
C 0.6492 -0.6026 -3.9453 0.0 0.0 0.1
C 1.5449 0.2060 -3.2760 0.0 0.0 0.0
C 1.6555 0.1575 -1.8783 0.0 0.0 0.0
N 0.5903 -0.5319 -5.3661 0.1 0.0 -0.1
C 1.6168 -1.2845 -6.0729 0.0 -0.1 0.0
C 1.7765 -0.7423 -7.4805 0.0 0.0 0.0
N 0.4443 -0.7897 -8.1836 0.0 0.0 0.0
C -0.6214 -0.0584 -7.4061 0.0 0.0 0.0
C -0.7044 -0.6600 -6.0169 0.0 0.0 0.0
H 3.3595 3.8865 -2.7829 0.0 0.0 0.0
H 2.3283 3.7122 -1.3630 0.0 0.0 0.0
H 1.8253 3.0184 -2.9045 0.0 0.0 0.0
H 4.2562 2.1410 -1.2364 0.0 0.0 0.0
H 3.8424 1.4348 -2.7753 0.0 0.0 0.0
H 3.3191 1.5736 0.6201 0.0 0.0 0.0
H -0.7115 -2.2047 -1.2688 0.0 0.0 0.0
H 2.1341 0.8967 -3.8608 0.0 0.0 0.0
H 1.3787 -2.3601 -6.1123 0.0 0.0 0.0
H 2.5722 -1.1846 -5.5610 0.0 0.0 0.0
H 2.4843 -1.3242 -8.0672 0.0 0.0 0.0
H 2.0783 0.3034 -7.4673 0.0 0.0 0.0
H 0.1601 -1.7658 -8.2984 0.0 0.0 0.0
H 0.5284 -0.3995 -9.1231 0.0 0.0 0.0
H -1.5570 -0.1616 -7.9519 0.0 0.0 0.0
H -0.3223 0.9876 -7.3758 0.0 0.0 0.0
H -1.0412 -1.7028 -6.0930 0.0 0.0 0.0
H -1.4603 -0.1163 -5.4527 0.0 0.0 0.0
N 1.6419 -0.0852 5.8244 0.0 0.0 0.1
C 0.9600 -1.1453 6.1983 0.1 -0.1 -0.2
N 0.5670 -1.2782 7.4567 -0.1 0.0 0.1
S 0.6326 -2.5002 5.1516 -0.1 0.1 0.2
H 1.7748 0.6897 6.4556 0.0 0.0 0.0
H 1.9118 0.0502 4.8577 -0.1 0.0 0.0
H 0.7545 -0.5760 8.1549 0.0 0.0 0.0
H -0.0381 -2.0433 7.7006 0.0 0.0 0.0
C -3.3224 0.6264 -0.3513 0.0 0.0 0.0
C -3.7697 -0.6111 0.0846 0.0 0.0 0.0
C -3.3114 -1.1256 1.2910 0.0 0.0 0.0
C -2.4070 -0.4117 2.0807 -0.1 0.0 -0.1
C -1.9658 0.8338 1.6231 0.0 0.0 0.0
C -2.4191 1.3494 0.4205 0.0 0.0 0.0
Si -1.7894 -1.1942 3.6511 -0.1 0.0 -0.2
C -1.9405 -0.1480 5.1745 0.1 0.0 0.0
C -1.3475 1.1129 5.2941 0.0 0.0 0.0
C -1.5138 1.8680 6.4454 0.0 0.0 0.0
C -2.2789 1.3755 7.4961 0.0 0.0 0.0
C -2.8789 0.1284 7.3923 0.0 0.0 0.0
C -2.7076 -0.6273 6.2406 0.0 0.0 0.0
H -3.6895 1.0382 -1.2829 0.0 0.0 0.0
H -4.4831 -1.1718 -0.5053 0.0 0.0 0.0
H -3.6722 -2.0939 1.6202 0.0 0.0 0.0
H -1.2577 1.4085 2.2087 0.0 0.0 0.0
H -2.0832 2.3244 0.0895 0.0 0.0 0.0
H -2.4670 -2.4994 3.8585 0.0 0.0 0.0
H -0.7448 1.5079 4.4850 0.0 0.0 0.0
H -1.0627 2.8497 6.5200 0.0 0.0 0.0
H -2.4199 1.9712 8.3889 0.0 0.0 0.0
H -3.4881 -0.2502 8.2027 0.0 0.0 0.0
H -3.1836 -1.5994 6.1707 0.0 0.0 0.0
```
Positions in Å, forces in eV/Å.

Results
Strongest force on any atom: 0.0076 hartree/bohr
E_HOMO: -12.8 eV
Energy: -2522.074846 a.u.
Charge: +2
Energy relative to the best compared isomer or geometry (same formula, charge and spin): 0.0 kcal per mole
Kohn-Sham gap: 0.2781 Eh